Here is a 2-piece molecular cluster, C26H32BClO2 overall at a distorted geometry from the Open Molecules 2025 dataset. Energies are from ωB97M-V/def2-TZVPD.

Results
Orbital gap ... 2.89 eV
Total charge ... 0
HOMO ... -6.45 eV

Element x y z (Å)
H (-3.39250, 3.57383, 1.36966)
H (-1.04318, -4.21649, -1.27156)
C (-2.43039, 3.99296, 1.08993)
H (-2.83572, -4.10094, 1.99226)
H (-2.36091, -0.88787, 1.11308)
H (4.52150, -3.33205, 2.61066)
H (-0.11324, 6.23968, 2.22957)
C (2.51693, -2.52933, -0.61134)
H (1.93311, -2.35623, -1.51516)
C (3.79323, -3.11116, -0.71145)
H (-0.45885, 1.82467, -2.47266)
H (-2.56260, -2.47336, 2.65923)
C (-0.97327, -3.20329, 1.38329)
H (0.49356, -4.41743, 0.31368)
C (4.53941, -3.37207, 0.44099)
C (-1.46399, -2.52607, -0.00628)
C (-2.08127, -3.41951, 2.39949)
H (5.54158, -3.79932, 0.36391)
H (2.28493, -2.30435, 2.76951)
H (0.14489, 1.63658, -0.63992)
H (-1.67081, -3.86604, 3.31179)
C (1.32601, 4.11397, -3.63445)
C (2.00383, -2.18420, 0.62997)
H (0.74182, 2.16666, -4.38753)
H (-0.97013, -5.30419, 0.83824)
H (0.28252, -4.84866, 2.01563)
H (1.75725, 5.22116, -1.77133)
H (2.06808, 4.49109, -4.32844)
H (4.18354, -3.35177, -1.70043)
H (-1.61524, 3.08249, -2.92891)
C (-1.79469, 4.91819, 1.93658)
Cl (-2.54088, 5.35219, 3.41660)
C (0.28764, 3.11408, -4.06216)
O (-0.08485, -2.23940, 1.89794)
C (0.04456, 3.81909, -1.73714)
C (1.16521, 4.47931, -2.30801)
C (-2.58799, -1.52732, 0.24875)
C (-0.57310, 5.49799, 1.57359)
C (-0.55089, 2.88447, -2.75413)
H (-0.36960, 3.45338, -4.87731)
H (1.01521, 5.55183, 0.12591)
C (-1.85543, -3.50925, -1.09186)
C (-1.81545, 3.61639, -0.09816)
C (0.84862, 0.82648, -0.41504)
H (-2.75231, -4.06360, -0.79882)
C (0.37653, 0.10170, 0.79429)
C (2.71309, -2.49622, 1.78576)
H (-0.39245, 1.80401, 1.80147)
C (-0.23694, 0.72202, 1.80674)
O (-0.31278, -1.84813, -0.45174)
C (-0.56474, 4.17365, -0.48803)
H (-2.71281, -0.87019, -0.62059)
B (0.46256, -1.57553, 0.74033)
H (-3.53589, -2.05526, 0.42713)
H (0.93088, 0.16621, -1.28449)
H (-2.31717, 2.91507, -0.77033)
H (-0.54738, 0.19163, 2.70961)
C (3.98037, -3.09360, 1.69335)
H (1.81433, 1.32345, -0.23840)
C (-0.25016, -4.52007, 1.11476)
H (-2.05707, -2.96462, -2.01980)
C (0.05349, 5.11325, 0.39177)

Cartesian forces (eV/Å) of the 6 atoms listed first:
0.2 0.0 0.0
-0.1 0.1 -0.1
0.3 0.0 -0.3
0.0 0.0 0.1
0.0 -0.2 -0.3
0.0 0.0 -0.3

***

Here is C6H10O as an isolated structure at a distorted geometry from the Open Molecules 2025 dataset. Energies are from ωB97M-V/def2-TZVPD.

Results
Orbital gap ... 9.73 eV
Total charge ... 0
HOMO ... -8.63 eV

Element x y z (Å)
H (2.71281, 0.91827, 0.41314)
H (-2.06094, -0.07077, -1.62670)
H (-0.64936, 1.00041, -1.65413)
H (1.29886, 1.26122, 1.36404)
C (-1.14733, 0.20645, -1.08835)
H (-1.00120, 1.39668, 0.82783)
H (-1.00871, -1.56359, 1.43353)
C (1.63237, 0.94365, 0.32595)
C (-0.54344, -0.84806, 0.76839)
H (1.90204, -1.39692, -0.54683)
C (-1.36310, 0.44669, 0.43340)
C (1.20574, -0.57535, -0.21547)
C (-0.24259, -0.97196, -0.73217)
O (0.80865, -0.83888, 1.15331)
H (-0.39538, -1.92755, -1.26051)
H (1.25614, 1.70705, -0.33451)
H (-2.40456, 0.31266, 0.73908)

Cartesian forces (eV/Å) of the 6 atoms listed first:
0.3 0.4 -0.5
0.2 0.0 0.2
-0.1 0.0 0.1
-0.1 -1.2 -1.4
0.0 0.2 0.0
0.0 -0.1 0.0

***

Calculated relative energy (zero: lowest compared OMol25 entry of this formula, charge and spin) in order - 2.0 80.6 kcal per mole